No. 1
Entry from the Open Molecules 2025 dataset: a 3-piece molecular cluster, C3H12N2O3 overall in a non-equilibrium geometry (ωB97M-V/def2-TZVPD).

The geometry in XYZ format:
```
20
Properties=species:S:1:pos:R:3
C 0.416 0.887 2.208
C -0.118 -0.547 2.241
N -0.779 -0.915 0.972
C -0.100 -1.369 -0.123
N 1.266 -0.991 -0.126
O -0.576 -2.043 -1.007
H -0.094 1.472 1.443
H 1.504 0.941 2.159
H 0.228 1.459 3.129
H 0.714 -1.235 2.392
H -0.861 -0.690 3.022
H -1.738 -1.184 1.064
H 1.789 -1.160 -0.970
H 1.511 -0.059 0.149
O 0.085 2.049 -2.183
H -0.128 1.952 -3.116
H 0.867 2.574 -2.029
O -1.702 -0.458 -3.025
H -0.965 -1.097 -2.939
H -1.318 0.413 -3.261
```

Values from the calculation:
- Molar mass: 124.140 g/mol
- LUMO level: 0.41 eV
- Calculated total energy: -456.7479 a.u.
- Frontier orbital gap: 9.953 eV
- E_HOMO: -9.55 eV
- SMILES: CCNC(N)=O.O.O


No. 2
Entry from the Open Molecules 2025 dataset: C4H9NO as an isolated structure in a non-equilibrium geometry (ωB97M-V/def2-TZVPD).

The geometry in XYZ format:
```
15
Properties=species:S:1:pos:R:3
C 0.296 0.374 -0.890
C -0.641 1.489 -0.479
N -0.261 -1.163 1.402
C 1.304 -0.054 0.025
C 0.973 -0.700 1.203
O -0.884 -1.034 -1.007
H -1.728 -0.685 -1.317
H 0.641 0.479 -1.917
H -0.820 -1.233 0.327
H -0.389 -1.776 2.194
H 2.334 -0.064 -0.302
H 1.759 -0.980 1.903
H -0.078 2.425 -0.488
H -1.472 1.595 -1.178
H -1.035 1.327 0.522
```

Values from the calculation:
- Molar mass: 87.122 g/mol
- LUMO level: 0.97 eV
- Calculated total energy: -287.7255 a.u.
- Frontier orbital gap: 8.582 eV
- E_HOMO: -7.61 eV


No. 3
Entry from the Open Molecules 2025 dataset: a 3-piece molecular cluster, C3H11NO2 overall (ωB97M-V/def2-TZVPD).

The geometry in XYZ format:
```
17
Properties=species:S:1:pos:R:3
C -1.887 -1.441 -0.437
C -1.151 -0.582 0.270
N -0.954 0.755 -0.041
C -0.249 1.626 0.884
H -2.474 -1.059 -1.263
H -1.775 -2.502 -0.291
H -0.468 -0.922 1.034
H -1.623 1.226 -0.621
H 0.842 1.556 0.787
H -0.495 2.668 0.693
H -0.460 1.350 1.918
O 1.889 -1.264 0.832
H 2.696 -1.121 1.334
H 1.801 -0.607 0.128
O 1.668 0.407 -1.623
H 0.722 0.270 -1.447
H 1.916 -0.359 -2.158
```

Values from the calculation:
- Molar mass: 93.126 g/mol
- LUMO level: 0.83 eV
- Calculated total energy: -326.1050 a.u.
- Frontier orbital gap: 8.932 eV
- E_HOMO: -8.10 eV
- SMILES: C=CNC.O.O


No. 4
Entry from the Open Molecules 2025 dataset: C42H60AuN2P2SSi as an isolated structure in a non-equilibrium geometry (ωB97M-V/def2-TZVPD).

The geometry in XYZ format:
```
109
Properties=species:S:1:pos:R:3
Au 0.801 0.295 0.456
C 4.610 0.315 1.110
Si 3.145 -0.175 0.084
C 3.160 -2.047 -0.029
C 4.369 -2.694 -0.316
C 4.472 -4.075 -0.295
C 3.366 -4.842 0.043
C 2.162 -4.220 0.334
C 2.053 -2.829 0.300
P 0.443 -2.037 0.579
C -0.174 -2.619 2.210
C -1.164 -1.555 2.738
C -1.941 -2.108 3.926
C -2.864 -3.255 3.482
C -2.306 -3.984 2.252
C -0.784 -4.034 2.324
C -0.580 -2.527 -0.858
C 0.140 -1.996 -2.122
C -0.536 -2.501 -3.412
C -1.994 -2.860 -3.152
C -2.073 -4.030 -2.157
C -0.935 -3.993 -1.112
C 3.286 0.805 -1.510
C 4.235 0.440 -2.470
C 4.525 1.267 -3.544
C 3.914 2.510 -3.636
C 2.962 2.881 -2.700
C 2.605 2.017 -1.661
P 1.190 2.434 -0.579
C -0.208 2.854 -1.693
C -0.597 1.630 -2.533
C -1.965 1.842 -3.176
C -1.982 3.121 -4.014
C -1.508 4.329 -3.206
C -0.123 4.087 -2.595
C 1.695 4.026 0.194
C 2.937 3.842 1.085
C 2.611 3.065 2.365
C 1.484 3.747 3.140
C 0.234 3.886 2.270
C 0.560 4.677 1.001
H 5.517 -0.066 0.636
H 4.554 -0.095 2.121
H 4.696 1.400 1.190
H 5.245 -2.109 -0.571
H 5.412 -4.551 -0.541
H 3.437 -5.921 0.072
H 1.304 -4.828 0.586
H 0.733 -2.575 2.822
H -1.865 -1.269 1.954
H -0.617 -0.654 3.024
H -2.527 -1.314 4.392
H -1.229 -2.464 4.677
H -3.852 -2.871 3.247
H -2.983 -3.959 4.309
H -2.611 -3.470 1.335
H -2.709 -4.996 2.205
H -0.384 -4.705 1.568
H -0.493 -4.450 3.292
H -1.508 -1.960 -0.704
H 1.181 -2.328 -2.111
H 0.157 -0.908 -2.104
H -0.018 -3.390 -3.780
H -0.457 -1.739 -4.188
H -2.489 -3.135 -4.083
H -2.519 -1.984 -2.759
H -2.020 -4.976 -2.697
H -3.037 -4.004 -1.644
H -0.053 -4.512 -1.495
H -1.270 -4.513 -0.219
H 4.755 -0.508 -2.380
H 5.241 0.956 -4.293
H 4.173 3.191 -4.436
H 2.502 3.856 -2.774
H -1.022 3.020 -0.977
H -0.639 0.751 -1.891
H 0.159 1.453 -3.307
H -2.717 1.899 -2.384
H -2.212 0.983 -3.805
H -2.991 3.303 -4.386
H -1.329 2.992 -4.884
H -2.226 4.541 -2.407
H -1.463 5.207 -3.852
H 0.189 4.975 -2.040
H 0.585 3.920 -3.409
H 1.954 4.662 -0.656
H 3.312 4.832 1.357
H 3.723 3.333 0.518
H 3.506 2.986 2.985
H 2.300 2.047 2.103
H 1.818 4.740 3.459
H 1.253 3.174 4.040
H -0.559 4.388 2.824
H -0.141 2.896 1.996
H 0.888 5.682 1.285
H -0.337 4.788 0.386
C -5.936 -1.222 2.082
C -4.886 -0.199 2.412
C -4.957 0.596 3.548
C -3.949 1.527 3.716
N -2.965 1.696 2.838
C -2.970 0.890 1.771
S -1.741 1.150 0.541
N -3.883 -0.062 1.542
H -6.839 -1.061 2.669
H -5.568 -2.227 2.280
H -6.168 -1.168 1.020
H -5.758 0.494 4.266
H -3.922 2.177 4.584
```

Values from the calculation:
- Molar mass: 912.024 g/mol
- LUMO level: -3.46 eV
- Calculated total energy: -3251.9373 a.u.
- Frontier orbital gap: 6.863 eV
- E_HOMO: -10.32 eV
- Total charge: +1


No. 5
Entry from the Open Molecules 2025 dataset: a 2-piece molecular cluster, C3H4N2O overall in a non-equilibrium geometry (ωB97M-V/def2-TZVPD).

The geometry in XYZ format:
```
10
Properties=species:S:1:pos:R:3
H 1.086 2.256 -0.525
N 0.836 1.289 -0.365
C -0.237 1.161 0.257
N -1.021 0.212 0.878
O -1.244 1.787 0.836
H -1.759 -0.129 0.257
C 1.028 -1.328 -0.617
C 0.009 -1.859 -0.261
H 1.907 -0.799 -0.906
H -0.806 -2.498 -0.013
```

Values from the calculation:
- Molar mass: 84.078 g/mol
- LUMO level: 0.67 eV
- Calculated total energy: -301.2678 a.u.
- Frontier orbital gap: 10.826 eV
- E_HOMO: -10.15 eV
- SMILES: [H]/N=C1/NO1.C#C


No. 6
Entry from the Open Molecules 2025 dataset: an isolated molecule of C5H8O in a non-equilibrium geometry (ωB97M-V/def2-TZVPD).

The geometry in XYZ format:
```
14
Properties=species:S:1:pos:R:3
C -0.210 1.785 -1.242
C -0.182 0.473 -1.318
C 0.041 -0.463 -0.177
C 0.097 -1.770 -0.476
C 0.130 0.059 1.227
O 0.301 -0.986 2.160
H -0.161 2.364 -0.333
H -0.217 2.369 -2.133
H -0.226 0.030 -2.307
H 0.178 -2.522 0.301
H -0.050 -2.143 -1.497
H 0.913 0.817 1.299
H -0.809 0.609 1.431
H 0.193 -0.621 3.064
```

Values from the calculation:
- Molar mass: 84.118 g/mol
- LUMO level: 0.80 eV
- Calculated total energy: -270.4979 a.u.
- Frontier orbital gap: 9.678 eV
- E_HOMO: -8.88 eV
- SMILES: C=CC(=C)CO


No. 7
Entry from the Open Molecules 2025 dataset: a 2-piece molecular cluster, C3H9NO2 overall in a non-equilibrium geometry (ωB97M-V/def2-TZVPD).

The geometry in XYZ format:
```
15
Properties=species:S:1:pos:R:3
C -0.750 -1.425 0.342
C -1.653 -0.375 -0.219
N -2.680 0.115 0.550
O -1.430 0.134 -1.302
H -0.249 -1.230 1.259
H -0.068 -1.768 -0.422
H -1.421 -2.268 0.566
H -3.297 0.784 0.122
H -3.021 -0.341 1.377
C 2.757 1.190 -0.526
O 1.836 0.353 0.138
H 2.558 1.323 -1.592
H 2.799 2.207 -0.108
H 3.696 0.671 -0.345
H 0.922 0.631 0.161
```

Values from the calculation:
- Molar mass: 91.110 g/mol
- LUMO level: 0.80 eV
- Calculated total energy: -324.9346 a.u.
- Frontier orbital gap: 10.748 eV
- E_HOMO: -9.95 eV
- SMILES: CC(N)=O.CO


No. 8
Entry from the Open Molecules 2025 dataset: C24H34BrORe as an isolated structure in a non-equilibrium geometry (ωB97M-V/def2-TZVPD).

The geometry in XYZ format:
```
61
Properties=species:S:1:pos:R:3
Re 0.288 0.057 0.657
C 4.223 1.359 2.471
C 3.930 0.853 1.062
C 5.229 0.449 0.343
C 2.859 -0.198 0.992
C 2.023 -0.516 2.106
C 1.116 -1.615 2.060
C 1.049 -2.464 0.917
C 0.294 -3.730 0.930
C 1.781 -2.051 -0.233
C 2.644 -0.955 -0.199
H 5.051 2.064 2.442
H 4.529 0.540 3.119
H 3.372 1.866 2.919
H 3.561 1.720 0.485
H 5.625 -0.472 0.768
H 5.969 1.235 0.481
H 5.107 0.302 -0.728
H 2.195 -0.029 3.061
H 0.631 -1.929 2.979
H -0.705 -3.592 0.515
H 0.176 -4.122 1.937
H 0.774 -4.482 0.304
H 1.747 -2.665 -1.127
H 3.261 -0.757 -1.069
C -4.106 6.006 -0.594
C -3.886 5.583 0.861
C -2.847 6.529 1.525
C -5.182 5.761 1.655
C -3.345 4.181 0.898
C -2.153 3.885 0.208
C -1.644 2.629 0.298
Br -0.027 2.106 -0.650
C -2.196 1.571 1.076
O -1.500 0.485 1.228
C -3.479 1.838 1.662
C -3.976 3.131 1.561
C -4.297 0.794 2.403
C -3.688 -0.597 2.373
C -5.692 0.718 1.739
C -4.434 1.267 3.862
H -4.516 7.011 -0.636
H -4.795 5.330 -1.097
H -3.178 6.003 -1.165
H -3.232 7.545 1.530
H -1.911 6.531 0.971
H -2.655 6.226 2.551
H -5.534 6.790 1.619
H -5.032 5.515 2.704
H -5.979 5.161 1.216
H -1.655 4.644 -0.374
H -4.922 3.346 2.035
H -3.603 -0.971 1.355
H -4.315 -1.300 2.924
H -2.713 -0.607 2.857
H -5.625 0.418 0.697
H -6.211 1.670 1.783
H -6.300 -0.019 2.258
H -3.461 1.365 4.334
H -5.010 0.545 4.433
H -4.937 2.225 3.926
```

Values from the calculation:
- Molar mass: 604.646 g/mol
- LUMO level (spin up / spin down): -13.64 / -13.57 eV
- Calculated total energy: -3661.2511 a.u.
- <S²>: 0.94
- Frontier orbital gap (spin up / spin down): 4.815 / 4.784 eV
- E_HOMO (spin up / spin down): -18.45 / -18.35 eV
- Spin multiplicity: 2
- Total charge: +3


Question: The highest calculated total energy belongs to which entry?
Answer: C5H8O


What did the third record say?
Entry from the Open Molecules 2025 dataset: a 3-piece molecular cluster, C3H11NO2 overall (ωB97M-V/def2-TZVPD).

The geometry in XYZ format:
```
17
Properties=species:S:1:pos:R:3
C -1.887 -1.441 -0.437
C -1.151 -0.582 0.270
N -0.954 0.755 -0.041
C -0.249 1.626 0.884
H -2.474 -1.059 -1.263
H -1.775 -2.502 -0.291
H -0.468 -0.922 1.034
H -1.623 1.226 -0.621
H 0.842 1.556 0.787
H -0.495 2.668 0.693
H -0.460 1.350 1.918
O 1.889 -1.264 0.832
H 2.696 -1.121 1.334
H 1.801 -0.607 0.128
O 1.668 0.407 -1.623
H 0.722 0.270 -1.447
H 1.916 -0.359 -2.158
```

Values from the calculation:
- Molar mass: 93.126 g/mol
- LUMO level: 0.83 eV
- Calculated total energy: -326.1050 a.u.
- Frontier orbital gap: 8.932 eV
- E_HOMO: -8.10 eV
- SMILES: C=CNC.O.O